1.
This record from OMol25 describes a molecular structure, C3H3CuO2 in a non-equilibrium geometry. The level of theory is ωB97M-V with the def2-TZVPD basis set.

Output
⟨S²⟩ ... 2.010
Total charge ... +2
Gap between HOMO and LUMO (alpha / beta) ... 9.71 / 6.06 eV
E ... -1906.0901 Ha
2S+1 ... 3

The geometry in XYZ format:
```
9
C3H3CuO2, DFT ωB97M-V with the def2-TZVPD basis set
C 0.34721 -1.23175 0.95538
C 0.91109 -0.41990 -0.09000
H 0.13349 -2.29188 1.08227
H 0.97292 -0.84610 -1.10175
H 1.74032 0.25829 0.14678
O -1.10058 -0.27148 0.97198
C -0.69925 0.50458 0.06241
Cu -1.09844 2.86697 -1.51575
O -1.20676 1.43127 -0.51131
```

For each atom in turn, the Löwdin charge in e is:
1 C 0.30
2 C 0.14
3 H 0.16
4 H 0.16
5 H 0.16
6 O 0.24
7 C -0.28
8 Cu 0.95
9 O 0.17


2.
This record from OMol25 describes a gas-phase ion, C5H8N3OS (charge +1) in a non-equilibrium geometry. The level of theory is ωB97M-V with the def2-TZVPD basis set.

Output
Total charge ... +1
Gap between HOMO and LUMO ... 8.17 eV
E ... -832.7143 Ha

The geometry in XYZ format:
```
18
C5H8N3OS, DFT ωB97M-V with the def2-TZVPD basis set
C 0.02030 1.47810 -0.59752
C -0.11799 2.25450 0.52123
C -0.26834 0.14285 -0.79579
C 0.66637 -2.58192 -0.72068
C -0.45753 -2.01216 0.05747
N -0.80327 -0.78283 0.04949
N 1.36857 -1.69173 -1.25056
N -0.89524 1.98871 1.53176
O 0.87904 -3.90198 -0.83329
S -1.55399 -3.08567 0.85792
H 0.55795 1.98683 -1.39618
H 0.40637 3.24941 0.61030
H -0.34442 -0.31034 -1.77331
H -1.21869 0.99251 1.51833
H 2.00368 -1.86866 -2.02309
H 1.74934 -4.19361 -1.19253
H -1.22074 2.74395 2.21063
H -2.40468 -2.08886 1.16226
```

For each atom in turn, the Löwdin charge in e is:
1 C -0.06
2 C -0.14
3 C -0.08
4 C -0.46
5 C -0.59
6 N 0.03
7 N 0.20
8 N 0.16
9 O 0.09
10 S 0.95
11 H 0.12
12 H 0.16
13 H 0.13
14 H 0.13
15 H 0.11
16 H 0.16
17 H 0.18
18 H -0.08


3.
This record from OMol25 describes a molecular structure, C12H30NO11P2Pt2 in a non-equilibrium geometry. The level of theory is ωB97M-V with the def2-TZVPD basis set.

Output
⟨S²⟩ ... 6.016
Total charge ... +3
Gap between HOMO and LUMO (alpha / beta) ... 6.57 / 3.75 eV
E ... -2277.7039 Ha
2S+1 ... 5

The geometry in XYZ format:
```
58
C12H30NO11P2Pt2, DFT ωB97M-V with the def2-TZVPD basis set
Pt -3.05095 1.87258 2.93809
Pt -1.95261 0.55019 -3.06424
N -2.53681 1.03039 -0.46510
O -2.02443 1.95426 -1.14933
O -2.82629 1.16037 0.72456
O -2.79884 -0.02436 -1.10450
C 0.88635 3.09023 0.12133
C 1.16883 3.40974 -1.34495
O 1.59319 2.22914 -2.04046
P 1.15298 1.84937 -3.51357
O -0.31982 1.63340 -3.68641
O 1.67135 3.01004 -4.44656
C 1.51123 2.95986 -5.89192
C 0.14192 3.30544 -6.39832
O 1.97629 0.54623 -3.84213
C 3.36206 0.42098 -3.45972
C 3.58520 -0.14071 -2.06473
H 0.33096 2.14317 0.13187
H 1.72082 2.90035 0.79967
H 0.37322 3.95694 0.54019
H 0.25383 3.84865 -1.73727
H 1.98742 4.12972 -1.31518
H 2.24720 3.67239 -6.26951
H 1.92843 2.03178 -6.29566
H -0.12089 4.34749 -6.18924
H 0.11508 3.27488 -7.48754
H -0.68909 2.73855 -5.97833
H 3.74355 -0.34199 -4.14332
H 3.91020 1.32165 -3.73995
H 4.28996 -0.96674 -1.98359
H 3.93246 0.58064 -1.32297
H 2.62706 -0.54456 -1.72056
C -1.34828 -3.15468 6.79218
C -1.14951 -1.99885 5.86476
O -1.65001 -2.29509 4.54278
P -1.49091 -1.29890 3.29847
O -2.33250 -0.09613 3.42592
O -1.76348 -2.21816 2.04576
C -3.08631 -2.84505 1.95207
C -3.05664 -3.88032 0.86323
O 0.05092 -0.93694 3.28371
C 0.90086 -1.00429 2.10985
C 1.60802 -2.36042 2.06977
H -0.68545 -4.00648 6.64152
H -1.16499 -2.87970 7.83402
H -2.38937 -3.48755 6.81945
H -1.55035 -1.04931 6.23923
H -0.06565 -1.86280 5.70220
H -3.37002 -3.24564 2.93363
H -3.83239 -2.04984 1.82661
H -2.14438 -4.45916 0.98367
H -3.98444 -4.43701 0.77440
H -2.99587 -3.33366 -0.08465
H 0.38650 -0.76822 1.17750
H 1.63032 -0.21011 2.27083
H 2.46131 -2.34194 1.39126
H 1.88546 -2.65901 3.07408
H 0.94730 -3.07085 1.56708
```

For each atom in turn, the Löwdin charge in e is:
1 Pt 1.26
2 Pt 1.36
3 N -0.50
4 O -0.02
5 O -0.05
6 O -0.06
7 C -0.07
8 C -0.22
9 O -0.15
10 P 0.46
11 O -0.36
12 O -0.13
13 C -0.22
14 C -0.06
15 O -0.15
16 C -0.22
17 C -0.06
18 H 0.05
19 H 0.09
20 H 0.09
21 H 0.12
22 H 0.14
23 H 0.14
24 H 0.13
25 H 0.09
26 H 0.10
27 H 0.06
28 H 0.13
29 H 0.13
30 H 0.09
31 H 0.08
32 H 0.07
33 C -0.04
34 C -0.21
35 O -0.10
36 P 0.46
37 O -0.27
38 O -0.15
39 C -0.23
40 C -0.03
41 O -0.13
42 C -0.22
43 C -0.03
44 H 0.10
45 H 0.10
46 H 0.10
47 H 0.14
48 H 0.14
49 H 0.13
50 H 0.12
51 H 0.10
52 H 0.10
53 H 0.08
54 H 0.11
55 H 0.13
56 H 0.09
57 H 0.10
58 H 0.08


4.
This record from OMol25 describes a molecular structure, C7H12 in a non-equilibrium geometry. The level of theory is ωB97M-V with the def2-TZVPD basis set.

Output
Total charge ... 0
Gap between HOMO and LUMO ... 3.27 eV
E ... -273.5596 Ha

The geometry in XYZ format:
```
19
C7H12, DFT ωB97M-V with the def2-TZVPD basis set
C -0.44888 0.16398 -2.76398
C -0.27837 0.97383 -1.67103
C -0.47126 2.34416 -1.70476
C 0.09256 0.32164 -0.14692
C -0.40040 -1.05362 0.34327
C 0.10458 -1.26648 2.18277
C 1.33144 -0.58150 2.24920
H 0.23432 -1.77232 -0.03986
H -0.48689 -0.97373 -2.71772
H -0.35665 0.64339 -3.71894
H -0.18262 3.02895 -0.89639
H -1.25471 2.70098 -2.44047
H -0.30054 0.92043 0.67966
H 1.20283 0.33286 -0.35355
H -1.36862 -1.57468 0.40164
H 2.23799 -1.18848 2.20901
H -0.78012 -0.85795 3.03933
H 1.24605 0.26361 2.90096
H -0.12072 -2.42507 2.44777
```

For each atom in turn, the Löwdin charge in e is:
1 C 0.04
2 C -0.40
3 C 0.00
4 C -0.17
5 C -0.10
6 C -0.25
7 C -0.08
8 H 0.04
9 H 0.08
10 H 0.05
11 H 0.05
12 H 0.07
13 H 0.09
14 H 0.12
15 H 0.09
16 H 0.06
17 H 0.15
18 H 0.04
19 H 0.12